# 1
This record from the OMol25 dataset describes a molecular structure, C5H7CsO3. The level of theory is ωB97M-V/def2-TZVPD.

Element x y z (Å)
1 C -0.821 -0.184 -2.543
2 H 0.174 0.274 -2.611
3 H -1.305 -0.398 -3.505
4 C -1.365 -0.466 -1.346
5 H -2.342 -0.977 -1.387
6 C -0.932 -1.696 1.313
7 C -0.154 -1.100 0.407
8 O 0.792 0.350 1.367
9 C 1.932 0.941 1.197
10 O 3.024 0.427 1.068
11 O 1.713 2.275 1.032
12 H -0.528 -2.009 2.275
13 H -1.988 -1.445 1.426
14 H 0.791 -1.465 0.004
15 H 2.543 2.723 0.827
16 Cs -1.534 2.749 0.474

Cartesian forces (eV/Å) of the 6 atoms listed first:
C 0.376 0.411 0.912
H -0.214 -0.400 -0.015
H -0.138 0.307 0.437
C 1.683 -1.682 0.957
H 0.320 0.240 0.535
C -0.795 1.042 0.406

Computed properties:
- F_max: 4.0 eV/A
- Total charge: 0
- Multiplicity: 1
- Molar mass: 248.01 g mol⁻¹
- Calculated total energy: -11983.882 eV
- HOMO: -7.37 eV
- LUMO level: -0.871 eV
- Energy relative to the best compared isomer or geometry (same formula, charge and spin): 88.5 kJ/mol

---

# 2
This record from the OMol25 dataset describes a gas-phase ion, C5H7F2N2 (charge +1). The level of theory is ωB97M-V/def2-TZVPD.

Element x y z (Å)
1 C -0.147 1.653 -0.238
2 C 0.835 0.836 0.111
3 C -1.651 -0.184 0.062
4 C -1.507 1.112 -0.650
5 C 1.467 -1.553 0.690
6 N -0.728 -0.880 0.607
7 N 0.522 -0.669 0.100
8 F -2.875 -0.432 0.418
9 F 0.511 -1.014 -1.436
10 H 0.095 2.723 -0.344
11 H 1.948 1.228 0.038
12 H -2.463 1.574 -0.309
13 H -1.396 1.162 -1.783
14 H 1.805 -1.280 1.697
15 H 1.095 -2.585 0.825
16 H 2.489 -1.691 0.211

Cartesian forces (eV/Å) of the 6 atoms listed first:
C -5.443 4.281 -1.338
C 6.049 -6.397 0.241
C 0.705 -0.214 0.241
C 0.926 0.349 -0.612
C 3.553 -2.415 1.392
N -1.123 -0.783 -0.490

Computed properties:
- F_max: 8.8 eV/A
- Total charge: +1
- Multiplicity: 3
- Molar mass: 133.12 g mol⁻¹
- Calculated total energy: -13697.936 eV
- HOMO (spin up / spin down): -12.19 / -16.14 eV
- LUMO level (spin up / spin down): -5.093 / -9.329 eV
- Energy relative to the best compared isomer or geometry (same formula, charge and spin): 250.5 kJ/mol

---

# 3
This record from the OMol25 dataset describes 2 unconnected molecules or ions with the total composition C5H7F3N3O2. The level of theory is ωB97M-V/def2-TZVPD.

Element x y z (Å)
1 C -0.786 1.001 -0.198
2 C 1.319 -0.037 0.634
3 C 0.692 -1.026 -0.420
4 C -4.038 0.303 -0.353
5 C -3.785 -1.101 0.230
6 N 0.155 0.853 0.856
7 N -0.456 -0.356 -0.919
8 N -3.835 1.521 -0.011
9 O -4.259 2.591 -0.168
10 O -1.412 1.871 -0.489
11 F -3.105 -1.571 -0.935
12 F -2.883 -1.162 1.283
13 F -4.937 -1.649 0.667
14 H 1.729 -0.376 1.576
15 H 2.211 0.406 0.029
16 H 1.367 -1.242 -1.289
17 H 0.523 -1.860 0.278
18 H -4.666 0.071 -1.235
19 H 0.356 1.790 1.193
20 H -0.767 -1.012 -1.761

Cartesian forces (eV/Å) of the 6 atoms listed first:
C 6.771 -6.023 2.648
C 0.055 1.603 -2.476
C 1.245 1.270 1.543
C -1.923 0.005 -0.790
C 1.955 3.456 0.654
N 0.395 0.711 -1.289

Computed properties:
- F_max: 9.4 eV/A
- Total charge: +1
- Multiplicity: 3
- Molar mass: 198.12 g mol⁻¹
- Calculated total energy: -22002.222 eV
- HOMO (spin up / spin down): -12.68 / -13.05 eV
- LUMO level (spin up / spin down): -3.407 / -8.175 eV

---

# 4
This record from the OMol25 dataset describes 2 unconnected molecules or ions with the total composition C5H7F4NO. The level of theory is ωB97M-V/def2-TZVPD.

Element x y z (Å)
1 C 1.438 0.750 -0.659
2 C 1.049 -0.639 -0.227
3 C -1.205 -0.606 -0.946
4 C -0.450 1.652 -1.667
5 C -1.764 -0.179 0.398
6 N 0.237 1.573 -0.640
7 O 0.031 -1.055 -1.153
8 F -1.997 -0.975 -1.909
9 F -1.606 2.280 -1.582
10 F -0.195 1.489 -2.929
11 F 0.792 3.283 0.006
12 H 2.276 1.049 -0.087
13 H 1.729 0.601 -1.632
14 H 1.912 -1.381 -0.318
15 H 0.785 -0.733 0.999
16 H -1.394 -0.880 1.126
17 H -2.825 -0.087 0.117
18 H -1.188 0.678 0.618

Cartesian forces (eV/Å) of the 6 atoms listed first:
C -1.665 -0.390 0.895
C 0.622 -1.439 3.138
C 2.004 0.994 0.607
C -2.429 0.363 0.159
C 0.035 -1.503 -2.925
N 2.139 -0.665 2.069

Computed properties:
- F_max: 3.5 eV/A
- Total charge: 0
- Multiplicity: 1
- Molar mass: 173.11 g mol⁻¹
- Calculated total energy: -19699.888 eV
- HOMO (spin up / spin down): -9.28 / -7.23 eV
- LUMO level (spin up / spin down): -0.201 / -1.404 eV
- Energy relative to the best compared isomer or geometry (same formula, charge and spin): 458.6 kJ/mol

---

# 5
This record from the OMol25 dataset describes a molecular structure, C5H7F5N2. The level of theory is ωB97M-V/def2-TZVPD.

Element x y z (Å)
1 C -1.932 -0.485 0.632
2 C -1.580 0.995 0.389
3 C -0.301 -0.335 -0.989
4 C 1.383 -0.666 0.096
5 C 2.425 0.432 -0.011
6 N -1.258 -1.170 -0.465
7 N -0.752 0.942 -0.807
8 F 1.028 -0.855 1.402
9 F 1.899 -1.850 -0.350
10 F 1.884 1.618 0.342
11 F 2.831 0.568 -1.284
12 F 3.527 0.283 0.736
13 H -1.572 -0.823 1.609
14 H -3.005 -0.674 0.564
15 H -2.463 1.604 0.188
16 H -1.039 1.422 1.239
17 H 0.120 -0.596 -1.952
18 H -1.031 -2.143 -0.336
19 H -0.162 1.732 -1.004

Cartesian forces (eV/Å) of the 6 atoms listed first:
C -0.203 -0.069 0.202
C -0.165 0.162 0.069
C 2.943 -0.539 0.967
C -2.098 0.076 -1.291
C 0.343 0.404 -0.033
N -0.432 -0.469 0.059

Computed properties:
- F_max: 3.1 eV/A
- Total charge: 0
- Multiplicity: 1
- Molar mass: 190.12 g mol⁻¹
- Calculated total energy: -21865.349 eV
- HOMO: -8.42 eV
- LUMO level: 0.899 eV
- Energy relative to the best compared isomer or geometry (same formula, charge and spin): 57.0 kJ/mol

---

# 6
This record from the OMol25 dataset describes a gas-phase ion, C5H7FN (charge +1). The level of theory is ωB97M-V/def2-TZVPD.

Element x y z (Å)
1 C -0.338 -2.400 1.549
2 C -0.352 -1.810 0.504
3 C -0.137 -0.489 -0.642
4 F -0.275 -0.919 -1.951
5 C -1.003 0.752 -0.340
6 N 0.264 1.489 -0.071
7 C 1.107 0.385 -0.246
8 H -0.130 -3.255 2.128
9 H -1.762 0.952 -1.103
10 H -1.504 0.630 0.571
11 H 0.535 2.157 -0.884
12 H 0.180 1.975 0.773
13 H 1.577 0.088 0.712
14 H 1.838 0.444 -1.002

Cartesian forces (eV/Å) of the 6 atoms listed first:
C 0.375 -0.588 -0.901
C 0.498 4.417 -3.316
C -0.786 -3.859 2.146
F 0.645 0.555 1.726
C -0.211 -2.143 -0.752
N -1.331 4.678 -4.625

Computed properties:
- F_max: 6.7 eV/A
- Total charge: +1
- Multiplicity: 1
- Molar mass: 100.12 g mol⁻¹
- Calculated total energy: -9494.309 eV
- HOMO: -14.54 eV
- LUMO level: -3.984 eV
- Energy relative to the best compared isomer or geometry (same formula, charge and spin): 279.3 kJ/mol